The following is a DFT calculation (ωB97M-V with the def2-TZVPD basis set) of the molecule C6H9N.

Properties
orbital gap: 8.73 eV
energy relative to the best compared isomer or geometry (same formula, charge and spin): 22.6 kcal/mol
charge: 0
structure (SMILES): Cc1c[nH]c(C)c1

Last column: Löwdin charge in e.
CARTESIAN COORDINATES (ANGSTROEM)
C 0.10 0.34 2.40  -0.07
C -0.23 -0.30 1.10  -0.30
C 0.31 -1.43 0.52  -0.08
N 0.17 -1.32 -0.84  0.04
C -0.48 -0.14 -1.14  -0.32
C -0.03 0.73 -2.27  -0.05
C -0.82 0.44 0.05  -0.05
H 0.70 -0.31 3.04  0.07
H -0.79 0.68 2.94  0.07
H 0.71 1.23 2.19  0.08
H 0.85 -2.25 0.97  0.11
H 0.38 -2.05 -1.49  0.15
H -0.82 1.23 -2.83  0.07
H 0.58 1.52 -1.81  0.08
H 0.64 0.20 -2.95  0.07
H -1.27 1.42 0.12  0.12